Below is 9 unconnected molecules or ions with the total composition C67H139N9O7 in a non-equilibrium geometry, with properties calculated with wB97M-V/def2-TZVPD.

Results
**Net charge**: 0
**Highest occupied orbital energy**: -8.501 eV
**Max |F|**: 3.20 eV/A
**Kohn-Sham gap**: 8.899 eV
**2S+1**: 1

Each line ends with the Mulliken charge.
Element x y z (Å)
C1 -0.691 4.589 4.995  -1.85
C2 -0.749 4.717 3.466  1.33
C3 -0.987 6.186 3.063  -1.41
C4 0.599 4.293 2.810  -1.09
C5 0.843 2.791 2.848  1.32
C6 -0.216 2.006 2.141  -0.14
C7 -1.672 2.337 2.646  1.59
C8 -2.766 1.870 1.766  -0.76
C9 -1.957 1.588 3.988  -1.56
N1 -1.771 3.865 2.729  1.01
O1 -3.023 4.098 3.383  -0.64
H1 -0.292 3.631 5.347  0.20
H2 0.005 5.319 5.381  0.48
H3 -1.654 4.837 5.417  0.40
H4 -0.986 6.349 1.974  -0.05
H5 -1.983 6.506 3.447  0.39
H6 -0.084 6.758 3.355  0.39
H7 0.462 4.622 1.746  -0.05
H8 1.412 4.856 3.217  0.69
H9 1.854 2.488 2.491  -1.05
H10 0.855 2.467 3.910  -0.11
H11 -0.217 0.954 2.286  0.43
H12 -0.258 2.228 1.098  -0.72
H13 -3.653 1.824 2.410  0.66
H14 -2.674 0.782 1.521  -0.25
H15 -2.903 2.562 0.908  -0.21
H16 -1.109 1.770 4.638  0.28
H17 -2.045 0.549 3.696  0.04
H18 -2.804 1.970 4.493  0.44
H19 -3.457 4.670 2.702  0.37
C10 -3.449 5.152 -0.900  -1.40
C11 -2.040 5.046 -1.557  1.54
C12 -1.290 6.327 -1.504  -1.72
C13 -1.178 3.946 -0.936  0.84
C14 0.112 3.725 -1.634  -0.45
C15 -0.151 3.234 -3.032  0.60
C16 -1.121 4.112 -3.810  1.93
C17 -0.301 5.264 -4.440  -1.93
C18 -1.667 3.309 -5.003  -1.62
N2 -2.284 4.511 -2.960  0.81
O2 -3.143 5.415 -3.684  -0.57
H20 -3.976 4.206 -1.234  0.18
H21 -3.403 5.167 0.192  0.02
H22 -3.936 6.011 -1.349  0.48
H23 -1.804 7.135 -2.037  0.41
H24 -1.130 6.632 -0.439  0.09
H25 -0.346 6.267 -1.988  0.30
H26 -1.025 4.127 0.118  -0.14
H27 -1.718 2.947 -1.025  -1.05
H28 0.663 4.688 -1.709  0.64
H29 0.719 2.999 -1.073  -0.30
H30 -0.725 2.275 -2.992  -0.57
H31 0.790 3.153 -3.608  -0.47
H32 -1.015 5.996 -4.906  0.41
H33 0.326 4.799 -5.254  0.38
H34 0.338 5.833 -3.774  0.32
H35 -0.873 2.697 -5.382  0.29
H36 -2.119 3.860 -5.808  0.61
H37 -2.465 2.653 -4.638  -0.13
H38 -3.739 4.783 -4.137  0.37
C19 3.737 0.466 0.632  -0.87
C20 5.111 0.848 1.156  1.92
C21 5.960 1.487 -0.018  -2.16
C22 4.916 1.843 2.295  -0.49
C23 6.172 2.108 3.080  -1.00
C24 6.697 0.796 3.661  -0.85
C25 6.864 -0.224 2.514  1.02
C26 8.138 0.092 1.749  -1.68
C27 7.159 -1.568 3.183  -1.84
N3 5.604 -0.384 1.778  1.20
O3 5.838 -1.345 0.833  -0.65
H39 3.795 -0.199 -0.211  0.18
H40 3.286 -0.088 1.477  -0.26
H41 3.151 1.399 0.358  0.02
H42 6.343 0.757 -0.663  0.56
H43 5.292 2.165 -0.503  0.51
H44 6.855 2.083 0.312  0.31
H45 4.496 2.812 1.929  0.54
H46 4.234 1.440 3.065  -0.56
H47 6.932 2.729 2.609  0.39
H48 5.931 2.670 3.985  0.53
H49 6.031 0.408 4.418  0.14
H50 7.700 0.893 4.068  0.53
H51 8.975 0.209 2.450  0.44
H52 8.113 0.980 1.155  0.30
H53 8.397 -0.730 1.035  0.32
H54 7.272 -2.346 2.475  0.50
H55 6.356 -1.853 3.899  0.15
H56 8.115 -1.474 3.725  0.46
H57 5.241 -2.073 1.048  0.37
C28 -6.143 -5.305 1.042  -1.64
C29 -6.225 -3.809 1.037  1.40
C30 -7.166 -3.356 -0.125  -1.67
C31 -6.873 -3.212 2.267  -1.19
C32 -5.952 -3.287 3.467  -0.92
C33 -4.656 -2.599 3.176  -0.71
C34 -3.943 -3.180 1.930  2.16
C35 -2.839 -2.225 1.400  -0.57
C36 -3.264 -4.466 2.356  -1.63
N4 -4.926 -3.164 0.820  0.65
O4 -4.293 -3.848 -0.241  -0.54
H58 -5.767 -5.663 1.990  0.35
H59 -7.107 -5.790 0.879  0.53
H60 -5.436 -5.664 0.300  0.22
H61 -8.130 -3.760 0.141  0.63
H62 -7.204 -2.220 -0.129  0.22
H63 -6.750 -3.830 -1.065  0.20
H64 -7.160 -2.165 2.112  0.35
H65 -7.724 -3.822 2.588  0.41
H66 -6.343 -2.860 4.415  0.45
H67 -5.748 -4.344 3.716  0.29
H68 -3.940 -2.630 4.023  0.04
H69 -4.851 -1.520 2.911  0.30
H70 -2.108 -2.749 0.747  0.12
H71 -2.301 -1.756 2.220  0.37
H72 -3.328 -1.438 0.860  -1.03
H73 -2.945 -5.073 1.460  0.16
H74 -3.939 -5.102 2.972  0.38
H75 -2.356 -4.196 2.858  0.32
H76 -4.142 -3.155 -0.865  -0.21
C37 -3.697 -2.655 -5.056  -1.59
C38 -2.780 -1.498 -4.461  1.96
C39 -1.326 -2.013 -4.606  -2.25
C40 -2.851 -0.242 -5.300  -1.00
C41 -4.167 0.497 -5.141  -1.19
C42 -4.459 0.798 -3.731  -0.38
C43 -4.287 -0.371 -2.748  1.55
C44 -4.147 0.127 -1.307  -0.83
C45 -5.480 -1.352 -2.902  -1.10
N5 -2.967 -1.081 -3.133  0.24
O5 -2.711 -2.156 -2.214  2.22
H77 -3.881 -3.540 -4.414  0.16
H78 -4.693 -2.274 -5.301  0.50
H79 -3.101 -3.032 -5.929  0.37
H80 -1.035 -1.932 -5.654  0.67
H81 -0.581 -1.481 -3.992  -0.19
H82 -1.325 -3.091 -4.335  0.35
H83 -1.962 0.423 -5.136  -0.16
H84 -2.699 -0.455 -6.378  0.53
H85 -4.111 1.331 -5.803  0.63
H86 -5.003 0.020 -5.609  0.60
H87 -5.466 1.179 -3.624  0.53
H88 -3.905 1.681 -3.393  -0.58
H89 -3.173 0.620 -1.241  -0.20
H90 -4.166 -0.797 -0.704  -0.64
H91 -5.000 0.745 -0.973  0.59
H92 -5.660 -1.622 -3.956  0.25
H93 -6.391 -0.885 -2.542  0.50
H94 -5.284 -2.280 -2.359  -0.12
H95 -1.843 -1.900 -1.888  -0.79
C46 2.388 -2.446 -5.546  -1.60
C47 3.321 -1.446 -4.765  1.77
C48 2.940 -1.781 -3.281  -0.59
C49 4.792 -1.892 -5.167  -1.59
C50 5.855 -0.949 -4.674  -0.29
C51 5.542 0.482 -5.062  -1.60
C52 4.172 0.979 -4.630  2.47
C53 4.126 1.226 -3.099  -0.78
C54 3.863 2.284 -5.334  -1.96
N6 3.234 -0.040 -5.178  -0.21
O6 1.882 0.353 -4.736  0.06
H96 2.240 -2.094 -6.593  0.45
H97 2.840 -3.434 -5.572  0.42
H98 1.329 -2.463 -5.149  -0.03
H99 1.887 -1.496 -3.138  -0.43
H100 3.064 -2.872 -3.125  0.52
H101 3.484 -1.300 -2.473  -0.01
H102 4.954 -2.912 -4.847  0.52
H103 4.925 -1.940 -6.254  0.34
H104 6.044 -1.092 -3.570  -0.01
H105 6.820 -1.239 -5.052  0.52
H106 5.577 0.559 -6.127  0.39
H107 6.204 1.134 -4.491  0.43
H108 4.668 2.171 -2.821  0.56
H109 4.521 0.363 -2.558  -0.18
H110 3.132 1.346 -2.572  -0.43
H111 3.669 2.186 -6.414  0.46
H112 4.616 3.042 -5.247  0.48
H113 2.938 2.629 -4.887  0.12
H114 1.544 0.655 -5.586  0.23
C55 -0.662 -2.192 5.283  -0.45
C56 0.558 -3.162 5.547  1.85
C57 0.241 -3.957 6.783  -2.10
C58 0.816 -3.963 4.285  -1.66
C59 1.398 -3.244 3.045  0.41
C60 2.647 -2.556 3.526  -0.92
C61 2.494 -1.631 4.812  1.96
C62 3.853 -1.406 5.400  -1.52
C63 1.794 -0.282 4.503  -0.32
N7 1.835 -2.455 5.840  -0.02
O7 1.632 -1.518 6.892  -0.50
H115 -1.067 -1.685 6.216  0.32
H116 -0.418 -1.354 4.613  -0.54
H117 -1.479 -2.820 4.891  0.30
H118 -0.638 -4.622 6.617  0.33
H119 1.167 -4.497 7.025  0.50
H120 0.061 -3.297 7.617  0.44
H121 1.567 -4.744 4.526  0.38
H122 -0.064 -4.556 4.016  0.36
H123 1.758 -3.989 2.340  0.61
H124 0.639 -2.516 2.588  -0.43
H125 3.100 -1.955 2.786  -0.69
H126 3.430 -3.286 3.678  0.68
H127 4.328 -2.319 5.843  0.45
H128 3.778 -0.654 6.250  0.38
H129 4.543 -1.046 4.613  -0.20
H130 2.581 0.379 4.167  -0.10
H131 1.188 0.118 5.318  0.61
H132 1.007 -0.332 3.735  -0.62
H133 1.846 -2.102 7.644  0.43
C64 -1.575 -5.352 -2.242  0.15
C65 -2.126 -6.387 -1.400  0.15
N8 -2.647 -7.123 -0.696  -0.51
H134 -1.811 -4.436 -1.767  -0.48
H135 -1.944 -5.324 -3.243  0.30
H136 -0.470 -5.505 -2.236  0.35
C66 0.484 -0.244 -1.304  1.48
C67 0.404 -1.676 -0.940  -0.23
N9 0.308 -2.762 -0.583  -0.62
H137 1.531 0.065 -1.132  -0.43
H138 -0.210 0.423 -0.803  0.34
H139 0.420 -0.282 -2.397  -0.55